(1)
DFT (the ωB97M-V functional and the def2-TZVPD basis) results for C15H23ClN2O2S in the gas phase.

Computed properties:
E_LUMO = 0.02199 hartree
E_HOMO = -8.7 eV
total charge = 0
energy = -1703.7441 Eh

Cartesian coordinates (Å):
C1 0.9079 -3.7355 0.3726
C2 0.3655 -2.4680 -0.3011
C3 -0.2953 -2.8294 -1.6343
C4 -0.6140 -1.7849 0.6758
N1 -1.0829 -0.4759 0.2497
C5 -1.0980 0.4839 1.3432
C6 -1.3993 1.8856 0.8216
C7 -2.7441 1.9062 0.1043
C8 -2.7306 0.8399 -0.9837
C9 -2.3962 -0.5169 -0.3722
N2 1.4621 -1.5570 -0.6154
S1 2.4057 -0.7780 0.5076
O1 3.7712 -1.0021 0.1181
O2 2.0337 -1.0833 1.8606
C10 2.0751 0.9545 0.1885
C11 1.7484 1.3746 -1.0854
C12 1.5921 2.7265 -1.3419
C13 1.7702 3.6379 -0.3095
Cl1 1.5715 5.3213 -0.6235
C14 2.0996 3.2165 0.9711
C15 2.2571 1.8626 1.2138
H1 1.6076 -4.2441 -0.2879
H2 1.4292 -3.4669 1.2877
H3 0.0970 -4.4188 0.6127
H4 -0.5629 -1.9253 -2.1722
H5 -1.1855 -3.4286 -1.4634
H6 0.3934 -3.4065 -2.2488
H7 -1.4543 -2.4757 0.8449
H8 -0.0815 -1.6747 1.6204
H9 -0.1188 0.4727 1.8252
H10 -1.8586 0.2104 2.0988
H11 -1.3967 2.5894 1.6557
H12 -0.6158 2.1775 0.1231
H13 -2.9295 2.8916 -0.3269
H14 -3.5457 1.6922 0.8156
H15 -3.6995 0.7869 -1.4838
H16 -1.9693 1.0885 -1.7247
H17 -2.4013 -1.2803 -1.1494
H18 -3.1765 -0.7826 0.3674
H19 2.0781 -1.9397 -1.3173
H20 1.6069 0.6430 -1.8631
H21 1.3343 3.0758 -2.3295
H22 2.2337 3.9392 1.7603
H23 2.5159 1.4973 2.1951

Results of the Mulliken charge analysis, in e, for atoms 1 through 8:
1 C -1.923
2 C 1.819
3 C -2.114
4 C -2.132
5 N 0.866
6 C -1.245
7 C -0.062
8 C -1.053

---

(2)
DFT (the ωB97M-V functional and the def2-TZVPD basis) results for C15H23ClN4O2S in the gas phase in a non-equilibrium geometry.

Computed properties:
E_LUMO = 0.02407 hartree
energy above the lowest of the compared OMol25 structures with the same formula, charge and spin = 0.000 eV
E_HOMO = -8.2 eV
total charge = 0
energy = -1813.2415 Eh

Cartesian coordinates (Å):
C1 0.2436 2.3796 -3.8911
S1 1.6112 2.7472 -2.7475
C2 1.8127 1.1910 -1.9250
C3 2.9774 0.4167 -2.0799
Cl1 4.1745 0.8221 -3.2616
N1 3.1356 -0.6589 -1.3502
C4 2.2156 -1.0484 -0.4929
N2 2.3712 -2.2217 0.2298
C5 1.4042 -2.5680 1.2949
C6 1.9582 -1.9444 2.6077
O1 3.3075 -2.3342 2.9548
C7 4.2121 -2.0544 1.8641
C8 3.7249 -2.6769 0.5557
N3 1.1096 -0.3758 -0.2662
C9 0.9146 0.7142 -0.9732
O2 -0.1741 1.5188 -0.6716
C10 -1.1257 1.0320 0.2673
C11 -1.9744 -0.0486 -0.4381
C12 -3.1263 -0.4465 0.4954
N4 -3.9779 0.7342 0.8170
C13 -4.9998 1.0972 -0.1650
C14 -3.2039 1.7915 1.5114
C15 -1.9821 2.2423 0.7144
H1 0.4912 1.5197 -4.5244
H2 0.0671 3.2754 -4.5299
H3 -0.6464 2.1687 -3.3739
H4 1.3168 -3.6484 1.4627
H5 0.3769 -2.1803 1.0842
H6 1.2911 -2.2138 3.4137
H7 1.8906 -0.8756 2.5362
H8 4.3034 -0.9442 1.7502
H9 5.1887 -2.4728 2.0989
H10 4.4645 -2.5119 -0.2171
H11 3.6904 -3.7844 0.6776
H12 -0.6916 0.6537 1.2058
H13 -2.4215 0.3302 -1.3596
H14 -1.3478 -0.9172 -0.7281
H15 -3.7659 -1.2270 0.0245
H16 -2.6764 -0.8587 1.4129
H17 -4.5457 1.6319 -1.0322
H18 -5.7309 1.7716 0.2755
H19 -5.4794 0.1870 -0.5826
H20 -3.8510 2.6370 1.7516
H21 -2.8310 1.3965 2.4579
H22 -1.3580 2.9394 1.2700
H23 -2.3437 2.8145 -0.1240

Results of the Mulliken charge analysis, in e, for atoms 1 through 8:
1 C -0.696
2 S -0.034
3 C -0.131
4 C 0.179
5 Cl -0.174
6 N -0.482
7 C 0.395
8 N -0.031

---

(3)
DFT (the ωB97M-V functional and the def2-TZVPD basis) results for C15H23ClN6O2 in the gas phase in a non-equilibrium geometry.

Computed properties:
E_LUMO = 0.02235 hartree
E_HOMO = -7.6 eV
total charge = 0
energy = -1524.6484 Eh

Cartesian coordinates (Å):
C1 -2.8725 -2.9661 1.0328
C2 -1.7543 -2.2280 0.3759
Cl1 -0.8752 -1.2087 1.4762
C3 -1.4431 -2.3327 -0.9089
C4 -0.3208 -1.6953 -1.6792
N1 0.1721 -0.4577 -1.1410
C5 -0.4809 0.7233 -1.0012
N2 -1.7422 0.9098 -1.4656
C6 -2.4373 2.1231 -1.0916
C7 -3.1533 1.9765 0.2535
N3 -4.0755 0.8493 0.2592
C8 -4.4349 0.4885 1.6166
C9 -5.2653 1.1085 -0.5283
N4 0.2761 1.6739 -0.4643
C10 1.4656 1.0748 -0.2343
C11 1.4469 -0.2481 -0.6367
C12 2.5713 -1.1053 -0.5142
O1 2.6574 -2.2753 -0.8539
N5 3.6579 -0.4389 0.0685
C13 4.8585 -1.2410 0.2357
C14 3.7136 0.8801 0.4895
O2 4.7164 1.3546 0.9846
N6 2.5731 1.6370 0.3181
C15 2.5525 3.0229 0.7291
H1 -2.4841 -3.5836 1.8411
H2 -3.5837 -2.2634 1.4610
H3 -3.3835 -3.6013 0.3151
H4 -2.0398 -3.0109 -1.5031
H5 0.5343 -2.3833 -1.6989
H6 -0.6518 -1.5303 -2.7120
H7 -2.3324 0.0875 -1.4331
H8 -3.1424 2.3655 -1.8899
H9 -1.6929 2.9160 -1.0180
H10 -2.3920 1.7867 1.0135
H11 -3.6606 2.9246 0.5020
H12 -5.1108 -0.3657 1.5907
H13 -3.5355 0.2126 2.1650
H14 -4.9360 1.3078 2.1545
H15 -5.9049 0.2274 -0.5016
H16 -5.8397 1.9695 -0.1525
H17 -4.9921 1.2988 -1.5637
H18 5.6164 -0.6254 0.7123
H19 4.6297 -2.1116 0.8500
H20 5.2043 -1.5857 -0.7390
H21 1.7898 3.1681 1.4941
H22 2.3176 3.6545 -0.1273
H23 3.5364 3.2675 1.1242

Results of the Mulliken charge analysis, in e, for atoms 1 through 8:
1 C -1.229
2 C 1.317
3 Cl -0.166
4 C -1.081
5 C -0.735
6 N -0.014
7 C 0.050
8 N -0.196

---

(4)
DFT (the ωB97M-V functional and the def2-TZVPD basis) results for 6 unconnected molecules or ions with the total composition C15H23F3N4O5 in a non-equilibrium geometry.

Computed properties:
E_LUMO = 0.00738 hartree
energy above the lowest of the compared OMol25 structures with the same formula, charge and spin = 0.000 eV
E_HOMO = -10.9 eV
total charge = 0
energy = -1480.1072 Eh

Cartesian coordinates (Å):
C1 1.1974 2.4183 1.6503
C2 2.3763 3.3901 1.3335
O1 3.3909 3.3890 2.3734
C3 4.7371 3.3193 2.0391
O2 5.0839 3.0307 0.8998
C4 5.6122 3.6686 3.2441
F1 4.8887 4.0306 4.3511
F2 6.3772 2.6356 3.4860
F3 6.4589 4.5995 2.8695
H1 0.7964 2.3350 0.6402
H2 0.3824 2.8148 2.2559
H3 1.4685 1.3952 1.9109
H4 2.0166 4.4188 1.3099
H5 2.7631 3.0664 0.3673
C5 -4.9362 -2.0663 -0.2478
O3 -3.8709 -3.0397 -0.4521
C6 -3.6466 -3.4418 -1.7116
O4 -4.3398 -3.1609 -2.7094
O5 -2.5207 -4.0527 -1.7293
C7 -1.9403 -4.4390 -2.9482
H6 -4.4943 -1.2052 0.2534
H7 -5.8280 -2.5394 0.1633
H8 -5.1980 -1.6087 -1.2018
H9 -2.3645 -5.2519 -3.5375
H10 -0.8707 -4.6145 -2.8330
H11 -1.8880 -3.5882 -3.6275
C8 -3.4123 3.2673 -1.8754
C9 -2.2874 3.5308 -2.7263
N1 -1.3477 3.8260 -3.3405
H12 -3.5486 4.1704 -1.2806
H13 -3.0642 2.4874 -1.1981
H14 -4.2808 2.9741 -2.4652
C10 0.1858 -0.9458 -0.0963
C11 -1.0258 -0.2133 0.0588
N2 -2.0047 0.3643 0.1582
H15 1.0297 -0.2796 -0.2754
H16 0.0791 -1.6067 -0.9565
H17 0.4628 -1.4784 0.8135
C12 -0.4066 -0.9663 3.7507
C13 0.5138 -2.0980 3.4548
N3 1.2866 -2.9572 3.2006
H18 -1.3760 -1.3861 3.4823
H19 -0.1660 -0.0849 3.1561
H20 -0.3380 -0.7563 4.8181
C14 2.0677 -2.3663 -3.2225
C15 2.7781 -1.8135 -2.0296
N4 3.3649 -1.4128 -1.0935
H21 2.4710 -3.3781 -3.2620
H22 2.3710 -1.8809 -4.1501
H23 0.9965 -2.4995 -3.0712

Results of the Mulliken charge analysis, in e, for atoms 1 through 8:
1 C -0.824
2 C -0.489
3 O -0.250
4 C 0.435
5 O -0.550
6 C 0.840
7 F -0.229
8 F -0.239

---

(5)
DFT (the ωB97M-V functional and the def2-TZVPD basis) results for a molecular structure, C15H23HgN5O4S in a non-equilibrium geometry.

Computed properties:
E_LUMO (spin up / spin down) = 0.06581 / -0.01103 hartree
energy above the lowest of the compared OMol25 structures with the same formula, charge and spin = 0.677 eV
E_HOMO (spin up / spin down) = -4.8 / -4.8 eV
total charge = -1
2S+1 = 2
energy = -1711.7827 Eh

Cartesian coordinates (Å):
Hg1 0.8179 -1.0710 3.0301
O1 7.2577 2.1367 1.4348
C1 7.0883 0.8929 1.4118
O2 7.8968 -0.0716 1.3792
C2 5.5864 0.4498 1.4269
C3 5.2371 -0.8813 1.2117
C4 3.9044 -1.2422 1.2347
N1 2.9566 -0.3178 1.4643
C5 3.2699 0.9082 1.6508
C6 4.5784 1.3826 1.6422
C7 2.0653 1.9588 1.8761
O3 2.1361 2.9474 1.1490
O4 1.2651 1.5751 2.7669
H1 6.0140 -1.6132 1.0424
H2 3.5692 -2.2601 1.0659
H3 4.8103 2.4290 1.7861
C8 -0.2632 1.9943 -0.9614
C9 -0.8387 0.5946 -1.1426
N2 -2.2647 0.4780 -0.7880
C10 -3.2495 0.9819 -1.7411
C11 -3.6675 2.4487 -1.5707
C12 -2.6043 0.1179 0.4993
C13 -4.0813 0.0941 0.8283
N3 -1.6901 -0.2259 1.3378
H4 0.8135 1.9851 -1.1415
H5 -0.4122 2.3348 0.0693
H6 -0.7135 2.7160 -1.6481
H7 -0.2904 -0.0967 -0.5047
H8 -0.7334 0.2767 -2.1842
H9 -4.1406 0.3545 -1.7072
H10 -2.8161 0.8596 -2.7331
H11 -3.9864 2.6537 -0.5464
H12 -4.5013 2.6809 -2.2424
H13 -2.8425 3.1249 -1.7983
H14 -4.6205 -0.6018 0.1797
H15 -4.5428 1.0756 0.7250
H16 -4.2053 -0.2312 1.8566
H17 -2.0836 -0.4671 2.2358
C14 -2.7411 -2.7011 -1.2362
N4 -1.6246 -3.0369 -0.3754
C15 -0.3357 -3.0215 -0.7504
N5 -0.1178 -2.6174 -2.0355
S1 0.8978 -3.5438 0.2496
H18 -3.6656 -2.8735 -0.6921
H19 -2.7454 -3.3326 -2.1245
H20 -2.7243 -1.6499 -1.5495
H21 -1.7710 -3.1726 0.6055
H22 -0.7467 -1.9414 -2.4384
H23 0.8552 -2.4811 -2.2484

Results of the Mulliken charge analysis, in e, for atoms 1 through 8:
1 Hg 0.466
2 O -0.718
3 C 0.446
4 O -0.733
5 C 0.078
6 C -0.557
7 C -0.482
8 N -0.069

---

(6)
DFT (the ωB97M-V functional and the def2-TZVPD basis) results for a molecular structure, C15H23IN2SiSn in a non-equilibrium geometry.

Computed properties:
E_LUMO (spin up / spin down) = -0.03572 / -0.03571 hartree
energy above the lowest of the compared OMol25 structures with the same formula, charge and spin = 0.477 eV
E_HOMO (spin up / spin down) = -6.0 / -6.0 eV
total charge = 0
energy = -1496.3899 Eh

Cartesian coordinates (Å):
C1 1.3160 -4.0904 1.4500
C2 0.3828 -3.2781 2.3546
H1 0.7527 -4.6994 0.7358
H2 1.9168 -4.7680 2.0696
H3 2.0256 -3.4810 0.8708
H4 -0.3623 -2.6568 1.8260
H5 -0.2250 -3.9659 2.9586
H6 0.9388 -2.6323 3.0414
C3 0.1892 -0.9691 -3.0125
C4 0.0178 -0.3191 -4.2201
C5 -1.0444 0.5758 -4.3614
C6 -1.8439 0.8324 -3.2467
H7 0.9718 -1.7274 -2.9046
H8 0.7207 -0.5440 -5.0206
H9 -1.2362 1.0516 -5.3199
H10 -2.7156 1.4748 -3.3137
N1 -0.5097 -0.6443 -1.9021
C7 -1.5188 0.2762 -1.9996
C8 -2.1584 0.7089 -0.7435
N2 -1.7234 0.1226 0.4042
C9 -2.2165 0.5394 1.5896
C10 -3.6203 2.1753 0.5316
C11 -3.1574 1.5617 1.6972
H11 -1.8193 0.0442 2.4786
H12 -3.5000 1.8604 2.6865
C12 -3.1187 1.7417 -0.6945
H13 -3.4410 2.1850 -1.6342
H14 -4.3564 2.9804 0.5816
Sn1 0.4093 -1.2379 0.0742
I1 3.0003 -1.9389 -1.1149
C13 1.2953 2.0531 -0.4970
Si1 1.7350 0.8858 0.9025
C14 3.5907 0.7521 1.1487
C15 1.0247 1.4028 2.5634
H15 1.5368 1.6436 -1.4866
H16 1.9125 2.9476 -0.3326
H17 0.2407 2.3606 -0.4989
H18 3.9309 1.7157 1.5607
H19 3.8452 -0.0550 1.8459
H20 4.1205 0.5517 0.2115
H21 1.7217 2.1377 2.9962
H22 0.0386 1.8740 2.4687
H23 0.9327 0.5528 3.2555

Results of the Mulliken charge analysis, in e, for atoms 1 through 8:
1 C -0.683
2 C -0.745
3 H 0.244
4 H 0.348
5 H 0.028
6 H 0.111
7 H 0.388
8 H 0.225